{
  "formula": "C3H6I2Si",
  "method": "the ωB97M-V functional and the def2-TZVPD basis",
  "species": ["C", "C", "Si", "C", "I", "I", "H", "H", "H", "H", "H", "H"],
  "xyz": [[-1.2718, -1.3019, 1.0805], [-0.1358, -1.6600, 0.5118], [0.6499, -0.9972, -1.0228], [0.9933, 1.2824, -1.0881], [-0.7381, -1.4508, -3.0704], [2.8458, -2.1813, -1.2934], [-1.8076, -1.7713, 1.8533], [-1.7546, -0.3915, 0.6628], [0.2796, -2.5089, 0.8580], [1.3426, 1.4775, -2.1178], [0.0589, 1.7390, -1.1256], [1.4035, 1.5586, -0.1557]],
  "atomic_forces_ev_per_a": [[-0.36, 2.57, -1.90], [-1.13, 1.47, -0.88], [0.66, 3.10, -0.83], [-0.69, -3.97, -1.45], [0.41, 0.08, 0.69], [-0.74, 0.43, 0.11], [-0.19, -0.77, 0.99], [0.03, -0.61, 0.48], [1.72, -2.93, 1.17], [1.02, -0.11, 1.01], [-2.19, 0.38, 0.18], [1.45, 0.36, 0.43]],
  "lowdin_charge": [-0.04, -0.39, -0.17, -0.15, 0.33, 0.35, 0.05, 0.07, -0.01, 0.01, -0.04, -0.02],
  "homo_energy_ev": -9.44,
  "smiles": "C=C[Si](C)(I)I",
  "lumo_energy_ev": -0.070,
  "total_charge": 0,
  "e_tot_ha": -1002.7986
}

{
  "formula": "C43H53BrF5N10O4RbS2Te",
  "method": "the ωB97M-V functional and the def2-TZVPD basis",
  "species": ["Rb", "Br", "C", "C", "C", "C", "O", "C", "C", "N", "C", "C", "C", "C", "C", "C", "C", "C", "N", "C", "C", "H", "H", "H", "H", "H", "H", "H", "H", "H", "H", "C", "C", "N", "C", "C", "S", "C", "C", "N", "H", "H", "H", "H", "H", "H", "H", "H", "H", "H", "H", "H", "H", "H", "N", "C", "C", "N", "C", "C", "N", "C", "C", "N", "H", "H", "H", "H", "H", "H", "C", "N", "C", "C", "S", "N", "C", "C", "H", "H", "H", "H", "H", "H", "H", "H", "H", "H", "H", "H", "F", "Te", "F", "F", "F", "F", "O", "C", "C", "C", "C", "C", "C", "C", "C", "C", "C", "O", "O", "H", "H", "H", "H", "H", "H", "H", "H", "H", "H", "H"],
  "xyz": [[-1.6607, -0.8509, 0.4324], [-1.8163, -4.7065, 6.2298], [-1.9830, -4.5030, 4.3305], [-3.2615, -4.5442, 3.7527], [-3.4088, -4.2844, 2.4218], [-2.3063, -3.9011, 1.5669], [-2.5055, -3.5093, 0.3927], [-1.0019, -3.9940, 2.1870], [0.2262, -3.8226, 1.4382], [0.3190, -3.3969, 0.2411], [1.5306, -3.4159, -0.4276], [2.1050, -4.5900, -0.8583], [3.2980, -4.5843, -1.6129], [3.9259, -3.4124, -1.9228], [3.3743, -2.1838, -1.4788], [4.0015, -0.9333, -1.7049], [3.4468, 0.2010, -1.1977], [2.2348, 0.0983, -0.4730], [1.6079, -1.0324, -0.2742], [2.1709, -2.1765, -0.7481], [-0.8786, -4.2708, 3.5540], [-4.1251, -4.7577, 4.3719], [-4.3917, -4.2729, 1.9656], [1.1383, -4.1079, 1.9875], [1.6047, -5.5227, -0.6299], [3.7159, -5.5278, -1.9449], [4.8462, -3.4023, -2.4958], [4.9354, -0.9041, -2.2568], [3.9170, 1.1691, -1.3092], [1.8071, 0.9790, -0.0109], [0.1099, -4.2611, 4.0017], [-1.5345, 2.9740, -3.0000], [-0.2914, 3.7323, -2.5317], [0.4267, 2.9851, -1.5125], [0.7820, 3.7370, -0.3200], [-0.3940, 4.2986, 0.4926], [-1.5321, 3.0201, 1.1127], [-3.0930, 3.4642, 0.3184], [-3.0672, 3.6174, -1.2032], [-2.3532, 2.5681, -1.8879], [-1.2167, 2.0764, -3.5253], [-2.0643, 3.6031, -3.7407], [-0.5804, 4.7267, -2.1658], [0.3474, 3.9055, -3.4081], [-0.1738, 2.2206, -1.2143], [1.4303, 4.5730, -0.6098], [1.3691, 3.0925, 0.3412], [-0.9830, 5.0163, -0.0824], [0.0074, 4.8289, 1.3583], [-3.4750, 4.3894, 0.7579], [-3.7725, 2.6645, 0.6142], [-2.5894, 4.5687, -1.4510], [-4.1074, 3.7006, -1.5413], [-2.9134, 1.7395, -2.0341], [-0.7330, -0.1995, 5.3643], [0.6048, 0.0086, 5.0983], [0.8047, -0.4797, 3.8450], [-0.3714, -0.9727, 3.3339], [-1.2714, -0.7807, 4.2543], [-2.6811, -1.1010, 4.0951], [-3.3397, -1.0300, 2.9593], [-4.6337, -1.3824, 3.2878], [-4.7302, -1.6865, 4.6099], [-3.4678, -1.4971, 5.1250], [-1.2416, 0.1532, 6.1542], [1.2645, 0.5297, 5.7682], [1.7081, -0.4457, 3.2634], [-5.4178, -1.4463, 2.5558], [-5.5486, -2.0348, 5.2144], [-3.1423, -1.7930, 6.0296], [-3.5371, -2.0976, -2.9905], [-2.8487, -1.1125, -3.8179], [-3.6741, 0.0322, -4.1632], [-1.5768, -1.2923, -4.2276], [-0.5970, -2.4934, -3.6332], [-1.1356, -0.3635, -5.1958], [0.3083, -0.2136, -5.3084], [-1.7471, -0.5792, -6.5020], [-4.3309, -2.5758, -3.5739], [-3.9725, -1.5961, -2.1287], [-2.8354, -2.8461, -2.6413], [-4.2013, 0.3578, -3.2661], [-4.4256, -0.2343, -4.9157], [-3.0592, 0.8447, -4.5382], [0.7432, -0.0402, -4.3257], [0.5006, 0.6563, -5.9409], [0.7886, -1.0984, -5.7395], [-2.8312, -0.6135, -6.4270], [-1.3983, -1.5199, -6.9512], [-1.4748, 0.2454, -7.1626], [-5.9877, -1.6141, 0.0502], [-5.7008, 0.1417, -0.5489], [-7.5017, 0.3173, -0.0537], [-5.9244, 1.9006, -1.1948], [-6.4364, -0.3849, -2.2038], [-5.4349, 0.9061, 1.1473], [-3.9704, -0.0671, -0.9429], [7.9164, 1.7682, -0.4761], [6.7066, 1.8133, 0.4223], [6.0320, 3.0044, 0.6571], [4.8887, 3.0479, 1.4512], [4.1578, 4.3441, 1.6812], [4.4068, 1.8737, 2.0272], [5.0744, 0.6665, 1.8065], [4.5362, -0.6051, 2.4061], [6.2151, 0.6537, 1.0123], [3.1249, 1.9048, 2.8611], [3.2655, 1.9098, 4.1012], [2.0729, 1.9054, 2.1813], [8.3717, 2.7555, -0.5729], [7.6518, 1.4277, -1.4814], [8.6727, 1.0822, -0.0891], [6.4033, 3.9244, 0.2119], [4.7509, 5.1967, 1.3443], [3.9236, 4.4682, 2.7399], [3.2054, 4.3450, 1.1457], [4.4483, -0.5089, 3.4901], [5.1757, -1.4568, 2.1686], [3.5371, -0.8124, 2.0199], [6.7225, -0.2912, 0.8340]],
  "atomic_forces_ev_per_a": [[0.41, -0.13, 0.03], [0.00, 0.01, -0.01], [-0.05, -0.02, 0.01], [0.03, 0.00, 0.04], [-0.01, -0.02, -0.04], [-0.11, -0.01, -0.01], [-0.07, -0.14, 0.06], [0.01, -0.10, -0.06], [-0.01, -0.02, 0.02], [-0.08, 0.04, -0.04], [-0.01, -0.01, 0.02], [0.05, -0.01, -0.01], [-0.05, 0.03, 0.02], [-0.02, 0.00, 0.03], [0.12, 0.01, -0.06], [-0.01, -0.03, 0.00], [-0.02, 0.00, 0.05], [-0.01, -0.03, -0.03], [0.00, 0.06, 0.09], [-0.10, 0.07, 0.09], [0.07, 0.05, 0.00], [0.00, 0.00, -0.01], [-0.01, -0.01, 0.00], [0.02, 0.00, -0.03], [0.00, 0.00, -0.01], [0.00, 0.00, 0.00], [0.00, 0.01, 0.00], [0.00, 0.00, 0.00], [0.01, 0.02, 0.01], [-0.01, 0.04, -0.03], [0.00, 0.00, -0.01], [-0.07, 0.09, -0.16], [0.06, 0.00, -0.02], [0.01, -0.10, 0.00], [-0.02, -0.02, 0.05], [0.03, 0.07, 0.10], [0.16, -0.11, 0.06], [0.01, 0.05, -0.02], [-0.02, 0.07, 0.08], [-0.06, -0.14, 0.11], [0.08, -0.19, -0.09], [0.00, -0.03, 0.04], [-0.02, -0.02, -0.02], [-0.01, 0.02, 0.02], [-0.01, 0.02, 0.00], [-0.01, 0.01, 0.00], [-0.03, 0.03, -0.02], [0.03, 0.00, 0.02], [0.00, 0.00, 0.00], [-0.05, -0.01, 0.00], [-0.01, -0.05, -0.03], [0.00, -0.02, 0.00], [-0.05, 0.01, -0.01], [0.04, 0.02, -0.01], [0.04, -0.01, 0.01], [-0.04, 0.01, 0.03], [-0.07, 0.02, -0.04], [0.33, 0.09, -0.34], [-0.08, -0.02, 0.06], [0.28, -0.09, -0.25], [-0.48, 0.10, 0.58], [0.12, -0.13, -0.05], [-0.02, 0.02, 0.01], [-0.19, 0.12, 0.10], [0.00, 0.00, -0.01], [0.01, 0.01, -0.02], [-0.03, -0.01, 0.01], [0.01, 0.09, -0.15], [-0.01, 0.01, -0.01], [0.04, -0.06, -0.05], [-0.04, -0.24, -0.01], [0.02, -0.06, -0.10], [0.03, 0.03, -0.03], [-0.35, 0.14, 0.25], [0.36, -0.11, -0.05], [0.02, -0.07, 0.02], [-0.02, 0.09, 0.03], [0.00, 0.07, 0.03], [0.02, 0.00, -0.05], [0.12, -0.21, -0.27], [-0.01, -0.03, -0.02], [0.04, -0.06, -0.11], [0.00, 0.01, 0.01], [0.04, 0.02, -0.04], [-0.02, -0.01, -0.03], [0.01, -0.01, -0.01], [0.00, 0.00, -0.01], [0.00, -0.01, 0.00], [0.02, 0.00, 0.00], [-0.01, 0.00, -0.01], [0.22, 0.16, 0.20], [-0.51, 0.14, 0.02], [-0.10, 0.07, -0.03], [0.23, 0.02, -0.03], [0.23, -0.08, -0.02], [0.11, -0.28, 0.02], [-0.57, 0.66, 0.19], [-0.01, 0.00, 0.00], [0.00, -0.03, 0.02], [0.00, 0.01, 0.01], [-0.01, 0.01, -0.02], [-0.02, 0.00, -0.02], [0.03, -0.03, -0.03], [-0.01, 0.01, 0.01], [0.09, 0.04, 0.02], [0.00, 0.00, -0.03], [0.04, -0.08, -0.07], [-0.04, -0.01, -0.01], [-0.03, 0.16, 0.07], [0.00, 0.00, 0.00], [0.00, 0.00, 0.00], [0.00, 0.00, 0.00], [0.00, 0.00, 0.00], [0.00, 0.00, 0.00], [0.00, 0.01, 0.00], [0.04, 0.00, 0.03], [-0.01, 0.00, -0.01], [0.00, 0.01, 0.00], [-0.05, -0.02, -0.06], [0.00, 0.00, 0.00]],
  "lowdin_charge": [0.67, 0.62, -0.71, -0.17, -0.03, -0.46, -0.15, -0.16, -0.11, 0.10, -0.23, -0.03, -0.10, -0.07, -0.16, -0.02, -0.04, -0.12, 0.13, -0.17, -0.13, 0.09, 0.11, 0.13, 0.11, 0.09, 0.10, 0.11, 0.11, 0.08, 0.10, -0.22, -0.23, -0.06, -0.29, -0.45, 0.88, -0.47, -0.28, -0.06, 0.10, 0.11, 0.09, 0.10, 0.07, 0.11, 0.07, 0.06, 0.07, 0.07, 0.04, 0.10, 0.11, 0.07, 0.10, -0.07, -0.11, 0.12, -0.30, -0.29, 0.11, -0.14, -0.11, 0.11, 0.14, 0.11, 0.08, 0.09, 0.10, 0.13, -0.07, -0.17, -0.06, -0.79, 0.71, -0.25, -0.14, -0.08, 0.10, 0.03, 0.03, 0.05, 0.09, 0.08, 0.07, 0.08, 0.06, 0.07, 0.09, 0.08, -0.38, 1.75, -0.39, -0.39, -0.39, -0.38, -0.70, -0.07, -0.30, -0.03, -0.21, -0.03, -0.06, -0.21, -0.03, -0.03, -0.70, -0.03, -0.03, 0.06, 0.07, 0.07, 0.10, 0.07, 0.09, 0.06, 0.08, 0.07, 0.07, 0.11],
  "homo_energy_ev": -2.35,
  "lumo_energy_ev": 3.454,
  "total_charge": -2,
  "e_tot_ha": -6680.9437
}